Here is 8 unconnected molecules or ions with the total composition C31H47B2N3O27 from the Open Molecules 2025 dataset. Energies are from wB97M-V/def2-TZVPD.

XYZ file:
```
110
C31H47B2N3O27 (wB97M-V/def2-TZVPD)
C -1.32 -5.07 -2.05
C -2.27 -4.28 -1.57
C -3.49 -3.90 -2.37
C -3.45 -2.45 -2.95
C -2.53 -1.49 -2.20
C -1.08 -1.56 -2.68
B -0.55 -0.10 -3.05
O -0.81 0.85 -2.11
C 0.27 0.31 -4.35
C 1.52 -0.58 -4.62
C -0.09 -2.08 -1.58
O 0.96 -2.60 -2.03
O -0.40 -1.92 -0.40
N -1.01 -2.54 -3.82
C -1.90 -2.36 -4.78
N -1.59 -2.03 -6.08
N -3.19 -2.52 -4.41
O -3.99 -1.62 -5.15
B -5.14 -2.20 -5.69
O -5.15 -3.48 -6.19
O -6.25 -1.40 -5.76
H -1.52 -5.70 -2.91
H -0.32 -5.06 -1.63
H -2.16 -3.88 -0.57
H -3.60 -4.61 -3.20
H -4.39 -3.99 -1.76
H -4.47 -2.07 -2.83
H -2.90 -0.47 -2.37
H -2.64 -1.64 -1.13
H -0.14 1.54 -2.13
H -0.34 0.38 -5.25
H 0.65 1.32 -4.18
H 1.22 -1.36 -5.33
H 2.27 0.02 -5.13
H 1.91 -1.03 -3.71
H -0.06 -2.65 -4.17
H -1.25 -2.73 -6.71
H -1.70 -1.07 -6.37
H -5.88 -3.95 -5.79
H -6.50 -1.18 -4.85
C -7.45 -0.39 0.12
C -6.04 0.14 0.24
O -5.41 -0.44 -0.91
C -6.37 -0.70 -1.82
O -6.13 -1.03 -2.94
O -7.59 -0.56 -1.30
H -8.19 0.31 0.51
H -7.57 -1.35 0.61
H -5.98 1.23 0.16
H -5.54 -0.18 1.15
C -7.40 -4.15 2.59
C -7.92 -4.31 4.00
O -7.90 -2.97 4.49
C -7.97 -2.13 3.43
O -8.13 -0.96 3.50
O -7.81 -2.81 2.27
H -7.83 -4.86 1.89
H -6.31 -4.20 2.53
H -8.95 -4.68 4.03
H -7.30 -4.95 4.61
C 1.77 2.34 1.02
C 3.22 2.71 1.11
O 3.76 2.17 -0.11
C 2.74 2.07 -0.99
O 2.87 1.82 -2.15
O 1.55 2.29 -0.39
H 1.11 3.06 1.49
H 1.56 1.35 1.44
H 3.38 3.79 1.12
H 3.71 2.28 1.97
C 5.06 -0.81 4.01
C 4.35 -0.96 5.34
O 3.86 0.36 5.58
C 3.75 0.99 4.39
O 3.22 2.04 4.22
O 4.33 0.27 3.40
H 5.01 -1.70 3.40
H 6.10 -0.51 4.14
H 3.50 -1.65 5.29
H 5.02 -1.28 6.14
C -1.38 4.82 4.80
C -0.09 4.13 4.42
O 0.10 4.57 3.07
C -0.56 5.74 2.91
O -0.46 6.45 1.96
O -1.35 6.00 3.98
H -1.42 5.09 5.86
H -2.26 4.24 4.55
H 0.76 4.45 5.02
H -0.16 3.04 4.47
C 5.29 5.11 -1.85
C 4.64 6.28 -1.15
O 5.70 6.75 -0.31
C 6.88 6.36 -0.85
O 7.94 6.73 -0.49
O 6.67 5.48 -1.87
H 4.91 4.97 -2.86
H 5.18 4.17 -1.30
H 4.35 7.08 -1.84
H 3.77 6.00 -0.56
C 10.24 -0.08 3.06
C 10.49 -1.53 3.41
O 9.69 -1.70 4.58
C 8.71 -0.77 4.56
O 7.78 -0.75 5.30
O 8.93 0.14 3.59
H 10.27 0.11 1.99
H 10.94 0.60 3.56
H 10.13 -2.21 2.64
H 11.53 -1.75 3.62
```

Spin multiplicity ... 1
HOMO level ... -0.2846 Ha
HOMO-LUMO gap ... 0.2852 Eh



Here is a molecular structure, C31H47BN11O8PW from the Open Molecules 2025 dataset. Energies are from wB97M-V/def2-TZVPD.

XYZ file:
```
100
C31H47BN11O8PW (wB97M-V/def2-TZVPD)
W -1.59 -0.22 -0.50
C 4.82 2.26 -0.33
O 4.90 0.85 -0.56
C 4.94 0.09 0.58
C 6.08 0.02 1.37
C 6.09 -0.83 2.47
C 4.99 -1.63 2.76
C 3.86 -1.57 1.95
C 3.83 -0.68 0.88
N 2.72 -0.60 -0.01
C 1.44 -0.36 0.31
N 1.16 -0.26 1.61
C -0.07 -0.20 2.27
C -1.30 -0.32 1.64
C -2.42 -0.33 2.51
C -2.31 -0.23 3.88
C -1.06 -0.08 4.48
C 0.06 -0.07 3.68
O 1.34 0.03 4.12
C 1.57 -0.06 5.53
N 0.51 -0.23 -0.65
C 1.10 -0.05 -1.97
C 1.24 -1.11 -2.85
C 1.81 -0.92 -4.10
C 2.27 0.34 -4.45
C 2.18 1.40 -3.55
C 1.60 1.21 -2.31
O 1.53 2.16 -1.33
C 1.33 3.51 -1.74
H 4.88 2.73 -1.31
H 5.66 2.60 0.28
H 3.88 2.52 0.15
H 6.94 0.61 1.11
H 6.98 -0.90 3.09
H 5.02 -2.32 3.59
H 3.03 -2.24 2.14
H 2.98 -0.44 -0.98
H 1.96 -0.30 2.24
H -3.42 -0.45 2.11
H -3.19 -0.28 4.50
H -0.97 -0.01 5.56
H 1.14 0.80 6.05
H 2.65 -0.05 5.65
H 1.16 -0.98 5.93
H 0.92 -2.10 -2.55
H 1.90 -1.75 -4.79
H 2.72 0.51 -5.42
H 2.58 2.36 -3.83
H 1.47 4.13 -0.86
H 0.32 3.63 -2.13
H 2.04 3.82 -2.51
B -1.55 2.25 -4.64
C -1.49 1.22 -3.45
N -1.54 0.71 -2.41
H -1.21 1.76 -5.67
H -0.82 3.16 -4.29
H -2.72 2.61 -4.66
N -1.78 3.71 2.89
C -2.79 3.08 1.97
P -2.03 3.22 0.29
O -1.10 4.38 0.44
O -1.54 1.90 -0.20
C -3.31 3.72 -0.94
N -2.52 4.11 -2.17
H -1.16 3.01 3.29
H -2.21 4.23 3.66
H -1.21 4.35 2.28
H -3.72 3.64 2.04
H -2.96 2.04 2.28
H -3.88 4.59 -0.62
H -3.98 2.91 -1.22
H -3.10 4.57 -2.87
H -2.08 3.30 -2.64
H -1.76 4.74 -1.90
O -3.43 -0.77 -1.68
N -4.13 0.11 -1.07
O -5.06 0.68 -1.52
O -3.64 0.33 0.10
C -0.36 -3.06 0.07
N -1.61 -2.43 -0.53
C -2.77 -2.98 0.29
N -2.81 -4.41 0.31
C -1.57 -4.92 0.89
N -0.41 -4.49 0.10
C -0.56 -4.99 -1.27
N -1.79 -4.49 -1.88
C -1.77 -3.05 -1.93
C -2.93 -4.92 -1.06
H -0.27 -2.67 1.09
H 0.50 -2.74 -0.52
H -3.69 -2.59 -0.14
H -2.65 -2.60 1.31
H -1.60 -6.01 0.91
H -1.47 -4.55 1.91
H -0.59 -6.08 -1.25
H 0.29 -4.67 -1.87
H -2.70 -2.69 -2.35
H -0.94 -2.70 -2.54
H -2.97 -6.00 -1.04
H -3.86 -4.54 -1.51
```

Relative energy (zero: lowest compared OMol25 entry of this formula, charge and spin) ... 0.0 kcal/mol
Spin multiplicity ... 3
HOMO level (alpha / beta) ... -0.4760 / -0.4855 Ha
Total charge ... +2
HOMO-LUMO gap (alpha / beta) ... 0.2759 / 0.2716 Eh



Here is a molecular structure, C31H47Br15ClN3O2S from the Open Molecules 2025 dataset. Energies are from wB97M-V/def2-TZVPD.

XYZ file:
```
100
C31H47Br15ClN3O2S (wB97M-V/def2-TZVPD)
C 8.99 -0.09 2.97
O 7.67 0.36 2.70
C 7.14 -0.25 1.53
C 5.71 0.24 1.33
C 5.73 1.65 0.73
C 4.36 2.33 0.74
C 3.36 1.64 -0.21
C 2.92 2.52 -1.39
C 2.40 1.68 -2.56
C 0.99 1.10 -2.29
C 0.97 -0.38 -1.83
C 0.09 -1.31 -2.69
C -1.07 -2.09 -2.08
C -1.19 -3.38 -2.49
C -2.26 -4.17 -2.05
N -2.52 -5.44 -2.36
S -3.88 -5.83 -1.61
N -4.21 -4.46 -0.86
C -3.23 -3.60 -1.18
C -3.12 -2.26 -0.74
C -4.24 -1.73 0.12
C -4.08 -1.96 1.62
C -5.09 -1.16 2.46
C -5.12 0.34 2.13
N -5.08 1.15 3.37
C -5.28 2.54 3.06
C -6.71 3.02 2.97
O -4.34 3.27 2.86
C -2.06 -1.53 -1.17
C -1.92 -0.10 -0.72
C -1.44 0.08 0.75
C -0.61 -1.06 1.33
Cl 0.73 -0.41 2.35
H 9.58 -0.14 2.05
H 9.44 0.62 3.66
H 8.95 -1.07 3.44
H 7.73 0.05 0.66
H 7.18 -1.34 1.63
H 5.22 -0.46 0.66
H 5.18 0.25 2.28
H 6.44 2.23 1.30
H 6.06 1.59 -0.31
H 3.97 2.29 1.75
H 4.48 3.37 0.45
H 2.46 1.35 0.34
H 3.78 0.72 -0.63
H 2.13 3.19 -1.06
H 3.77 3.10 -1.75
H 2.31 2.35 -3.42
H 3.12 0.90 -2.82
H 0.56 1.70 -1.49
H 0.36 1.26 -3.16
H 0.68 -0.39 -0.79
H 1.99 -0.75 -1.88
H -0.32 -0.77 -3.56
H 0.75 -2.07 -3.12
H -0.47 -3.80 -3.18
H -4.41 -0.68 -0.12
H -5.14 -2.27 -0.19
H -4.29 -3.02 1.81
H -3.09 -1.72 1.99
H -6.09 -1.58 2.38
H -4.77 -1.24 3.50
H -6.04 0.56 1.58
H -4.30 0.66 1.49
H -5.90 0.88 3.91
H -7.41 2.22 3.17
H -6.89 3.38 1.96
H -6.87 3.83 3.68
H -1.28 0.46 -1.39
H -2.90 0.36 -0.79
H -2.28 0.25 1.42
H -0.84 0.99 0.80
H -0.12 -1.68 0.58
H -1.17 -1.71 1.99
C 7.57 5.65 2.51
Br 6.24 6.39 3.68
Br 7.83 3.77 2.85
Br 7.14 5.97 0.66
H 8.50 6.15 2.72
C -10.05 1.97 5.54
Br -10.08 3.04 3.95
Br -11.74 1.10 5.83
Br -8.61 0.69 5.56
H -9.89 2.64 6.37
C -0.74 -7.04 -4.80
Br -0.98 -5.89 -6.33
Br -2.10 -8.39 -4.71
Br 1.03 -7.78 -4.72
H -0.87 -6.42 -3.92
C -0.27 5.60 0.23
Br 0.13 6.98 1.50
Br 0.62 5.90 -1.45
Br 0.13 3.85 0.94
H -1.33 5.63 0.04
C 2.35 -4.88 -8.48
Br 2.32 -3.58 -7.06
Br 3.54 -4.35 -9.89
Br 2.77 -6.63 -7.81
H 1.36 -4.93 -8.89
```

Spin multiplicity ... 1
HOMO level ... -0.3284 Ha
HOMO-LUMO gap ... 0.3087 Eh



Here is a molecular structure, C31H47BrN2P2Ti from the Open Molecules 2025 dataset. Energies are from wB97M-V/def2-TZVPD.

XYZ file:
```
84
C31H47BrN2P2Ti (wB97M-V/def2-TZVPD)
N 6.77 -0.86 0.29
C 6.07 -1.15 1.39
C 4.94 -1.98 1.30
C 4.28 -2.07 0.05
C 4.97 -1.62 -1.10
C 6.29 -1.19 -0.90
C 2.92 -2.47 -0.01
Ti -0.67 -0.97 -0.14
P -2.72 0.28 -0.19
C 2.18 -2.43 -1.16
C 0.77 -2.84 -1.31
C 0.12 -2.77 -2.60
C -1.26 -2.96 -2.74
C -1.92 -3.36 -1.57
C -1.38 -3.64 -0.32
C 0.02 -3.32 -0.16
Br -3.92 -3.50 -1.79
H 2.48 -2.71 0.92
H 2.57 -1.77 -1.92
H 4.42 -2.35 2.19
H 4.50 -1.35 -2.05
H 6.43 -0.69 2.33
H 6.95 -1.07 -1.77
H 0.78 -2.62 -3.46
H 0.61 -3.75 0.65
H -1.82 -2.88 -3.69
H -2.00 -4.08 0.47
P 0.65 1.16 -0.87
C -3.20 -1.08 1.05
C -4.54 -1.75 0.76
H -3.19 -0.67 2.07
H -2.39 -1.85 1.06
H -4.67 -2.59 1.45
H -5.39 -1.05 0.82
H -4.45 -2.19 -0.26
C -3.33 -0.10 -1.86
C -4.81 0.04 -2.19
H -3.04 -1.13 -2.07
H -2.73 0.49 -2.57
H -5.00 -0.44 -3.16
H -5.47 -0.44 -1.48
H -5.11 1.09 -2.29
C -3.54 1.83 0.20
C -4.90 1.57 0.80
H -3.59 2.46 -0.69
H -2.91 2.41 0.88
H -5.39 2.50 1.09
H -5.57 1.07 0.11
H -4.80 0.96 1.69
C 0.81 2.87 -0.15
C -0.48 3.53 0.28
H 1.27 3.48 -0.94
H 1.51 2.85 0.69
H -0.31 4.59 0.48
H -1.26 3.48 -0.48
H -0.89 3.10 1.21
C -0.06 1.77 -2.47
C 0.13 0.85 -3.67
H 0.50 2.70 -2.66
H -1.12 2.02 -2.32
H -0.35 1.29 -4.54
H 1.18 0.74 -3.95
H -0.29 -0.16 -3.54
C 2.40 1.23 -1.49
C 3.56 1.70 -0.62
H 2.34 1.93 -2.34
H 2.60 0.24 -1.89
H 4.48 1.63 -1.21
H 3.47 2.74 -0.29
H 3.73 1.10 0.28
C 1.36 1.65 5.59
C 0.99 1.14 4.24
C -0.34 1.09 3.83
C -0.66 0.57 2.58
N 0.25 0.11 1.71
C 1.53 0.47 2.00
C 1.94 0.74 3.30
H 1.18 2.74 5.63
H 0.72 1.18 6.35
H 2.42 1.46 5.77
H -1.17 1.37 4.47
H -1.68 0.51 2.23
H 2.23 0.54 1.16
H 3.00 0.62 3.55
```

Relative energy (zero: lowest compared OMol25 entry of this formula, charge and spin) ... 0.0 kcal/mol
Spin multiplicity ... 1
HOMO level (alpha / beta) ... -0.7105 / -0.7104 Ha
Total charge ... +4
HOMO-LUMO gap (alpha / beta) ... 0.1617 / 0.1618 Eh



Here is a molecular structure, C31H47CeNO3P2S from the Open Molecules 2025 dataset. Energies are from wB97M-V/def2-TZVPD.

XYZ file:
```
86
C31H47CeNO3P2S (wB97M-V/def2-TZVPD)
Ce -0.20 0.09 0.59
C -0.61 2.14 -1.05
C -0.73 1.04 -1.95
C -2.42 0.83 -0.37
C -1.67 2.03 -0.07
C -1.83 0.23 -1.54
C 0.42 3.21 -1.11
H 1.24 2.95 -1.80
H 0.86 3.40 -0.12
H 0.01 4.17 -1.46
C -1.87 2.93 1.10
H -0.98 3.55 1.28
H -2.10 2.38 2.03
H -2.71 3.62 0.93
C -3.51 0.24 0.45
H -4.44 0.81 0.33
H -3.27 0.24 1.53
H -3.72 -0.80 0.17
C -2.30 -1.02 -2.21
H -3.19 -0.83 -2.83
H -2.57 -1.80 -1.48
H -1.53 -1.43 -2.88
C 0.11 0.79 -3.16
H -0.37 1.15 -4.09
H 0.29 -0.28 -3.31
H 1.08 1.29 -3.09
C 7.26 -1.33 0.50
C 7.32 -0.64 -0.65
C 7.75 -1.16 -1.99
C 7.58 -2.68 -2.23
C 6.19 -3.20 -1.98
C 5.66 -3.62 -0.83
C 6.33 -3.71 0.51
C 7.55 -2.79 0.71
H 8.81 -0.91 -2.18
H 8.33 -3.23 -1.66
H 7.18 -0.62 -2.76
H 8.39 -3.14 0.11
H 7.06 -0.79 1.44
H 7.17 0.45 -0.63
H 7.86 -2.90 1.77
H 5.58 -3.50 1.29
H 4.64 -4.05 -0.84
H 6.67 -4.75 0.69
H 7.80 -2.86 -3.29
H 5.60 -3.29 -2.91
P 2.68 0.01 0.17
P 0.55 -2.57 -0.12
C 3.25 -1.74 0.50
C 2.12 -2.74 0.87
H 3.98 -1.67 1.33
H 3.81 -2.09 -0.38
H 2.46 -3.78 0.73
H 1.84 -2.61 1.93
C -0.65 -3.63 0.75
H -1.60 -3.64 0.20
H -0.86 -3.20 1.74
H -0.27 -4.65 0.85
C 0.84 -3.46 -1.67
H 1.31 -4.43 -1.49
H 1.47 -2.85 -2.33
H -0.13 -3.61 -2.17
C 3.23 0.96 1.62
H 2.86 1.99 1.52
H 4.33 0.97 1.66
H 2.83 0.53 2.55
C 3.70 0.65 -1.18
H 3.35 0.25 -2.15
H 4.77 0.42 -1.05
H 3.57 1.75 -1.21
O -3.41 -2.53 2.55
S -2.48 -2.12 3.60
O -3.43 -1.06 4.59
N -1.50 -1.02 2.78
C -1.03 0.04 3.41
O -0.05 0.67 2.79
C -1.68 0.62 4.55
C -1.27 1.92 4.93
C -1.97 2.58 5.93
C -3.05 1.96 6.58
C -3.56 0.74 6.13
C -2.84 0.07 5.12
H -0.39 2.36 4.45
H -1.67 3.60 6.21
H -3.57 2.46 7.39
H -4.50 0.32 6.49
```

Spin multiplicity ... 1
HOMO level (alpha / beta) ... -0.4878 / -0.4878 Ha
Total charge ... +2
HOMO-LUMO gap (alpha / beta) ... 0.2051 / 0.2074 Eh



Summary of total energy in eV
-94017.42224; -77456.62892; -1115467.76099; -147579.49749; -82869.46032
(order as listed above)